(1)
Entry from OMol25: C4H8O3 in the gas phase at a distorted geometry (ωB97M-V/def2-TZVPD).

F_max, eV/A: 2.08
LUMO, eV: 0.7
Gap between HOMO and LUMO, eV: 11.24
Spin multiplicity: 1
Relative energy (zero: lowest compared OMol25 entry of this formula, charge and spin), kJ/mol: 58.3
SMILES string: C[C@H](O)CC(=O)O
Total charge: 0

```
15
C4H8O3, DFT ωB97M-V/def2-TZVPD
C -1.447 0.585 -1.353
C -0.327 -0.274 -0.718
O -0.694 -1.585 -0.403
C 0.125 0.505 0.565
C 1.233 -0.230 1.225
O 1.098 -1.211 1.922
O 2.479 0.242 0.930
H -2.028 1.001 -0.521
H -1.178 1.396 -2.022
H -2.169 -0.074 -1.825
H 0.582 -0.282 -1.329
H -0.467 -1.793 0.498
H -0.685 0.606 1.294
H 0.468 1.500 0.279
H 3.010 -0.387 1.457
```

=====

(2)
Entry from OMol25: 2 unconnected molecules or ions with the total composition C4H8O3 at a distorted geometry (ωB97M-V/def2-TZVPD).

F_max, eV/A: 1.28
LUMO, eV: 0.8
Gap between HOMO and LUMO, eV: 9.70
Spin multiplicity: 1
Relative energy (zero: lowest compared OMol25 entry of this formula, charge and spin), kJ/mol: 249.6
SMILES string: C=CC(=O)OC.O
Total charge: 0

```
15
C4H8O3, DFT ωB97M-V/def2-TZVPD
C 0.364 -1.316 -1.605
C 0.957 -0.550 -0.640
C 0.092 0.378 0.074
O -1.135 0.274 0.096
O 0.726 1.338 0.760
C -0.138 2.228 1.469
H -0.529 -0.974 -2.117
H 0.859 -2.164 -2.067
H 2.023 -0.537 -0.487
H -0.763 1.688 2.186
H 0.513 2.933 1.982
H -0.794 2.762 0.778
O -0.804 -2.389 -0.341
H -0.017 -2.094 0.168
H -1.352 -1.577 -0.256
```

=====

(3)
Entry from OMol25: C4H8O3 in the gas phase (ωB97M-V/def2-TZVPD).

F_max, eV/A: 0.70
LUMO, eV: 0.4
Gap between HOMO and LUMO, eV: 9.33
Spin multiplicity: 1
Relative energy (zero: lowest compared OMol25 entry of this formula, charge and spin), kJ/mol: 437.1
Total charge: 0

```
15
C4H8O3, DFT ωB97M-V/def2-TZVPD
O -2.368 0.305 0.015
C -1.307 -0.430 0.575
C 0.048 0.130 0.189
C 1.239 -0.712 0.607
O 2.458 -0.126 0.218
C 0.090 1.368 -1.867
O 0.122 0.213 -1.262
H -2.311 0.207 -0.944
H -1.414 -0.355 1.660
H -1.357 -1.491 0.294
H 1.256 -0.774 1.698
H 1.124 -1.729 0.203
H 2.458 -0.054 -0.747
H 0.177 1.158 0.537
H -0.246 2.120 -1.088
```

=====

(4)
Entry from OMol25: C4H8O3 in the gas phase at a distorted geometry (ωB97M-V/def2-TZVPD).

F_max, eV/A: 2.14
LUMO, eV: 0.4
Gap between HOMO and LUMO, eV: 10.26
Spin multiplicity: 1
Relative energy (zero: lowest compared OMol25 entry of this formula, charge and spin), kJ/mol: 215.2
SMILES string: C[C@@H](O)[C@@H](O)C=O
Total charge: 0

```
15
C4H8O3, DFT ωB97M-V/def2-TZVPD
C -0.927 0.771 -1.314
C -0.732 -0.444 -0.390
O 0.104 -1.470 -0.860
C -0.033 0.010 0.880
O 0.410 -1.278 1.552
C 1.274 0.705 0.585
O 1.774 1.481 1.363
H -1.422 0.420 -2.219
H -1.581 1.524 -0.843
H 0.008 1.270 -1.598
H -1.750 -0.820 -0.174
H 0.410 -1.826 0.056
H -0.691 0.645 1.495
H 1.359 -1.334 1.792
H 1.797 0.346 -0.326
```

=====

(5)
Entry from OMol25: 2 unconnected molecules or ions with the total composition C4H8O3 at a distorted geometry (ωB97M-V/def2-TZVPD).

F_max, eV/A: 1.96
LUMO, eV: 0.3
Gap between HOMO and LUMO, eV: 10.50
Spin multiplicity: 1
Relative energy (zero: lowest compared OMol25 entry of this formula, charge and spin), kJ/mol: 185.5
SMILES string: O=CCCC=O.O
Total charge: 0

```
15
C4H8O3, DFT ωB97M-V/def2-TZVPD
O -0.829 -1.635 -1.133
C -0.034 -1.210 -0.342
C -0.219 0.122 0.390
C 0.824 0.213 1.527
C 0.611 1.525 2.297
O 0.939 1.660 3.442
H 0.832 -1.808 0.007
H -0.149 0.992 -0.301
H -1.221 0.218 0.815
H 1.846 0.363 1.157
H 0.666 -0.611 2.223
H 0.332 2.357 1.617
O -1.201 -0.377 -3.898
H -1.239 -0.918 -4.709
H -1.158 -0.893 -3.091
```

=====

(6)
Entry from OMol25: 3 unconnected molecules or ions with the total composition C4H8O3 (ωB97M-V/def2-TZVPD).

F_max, eV/A: 0.99
LUMO, eV: 0.5
Gap between HOMO and LUMO, eV: 8.92
Spin multiplicity: 1
Relative energy (zero: lowest compared OMol25 entry of this formula, charge and spin), kJ/mol: 479.3
Total charge: 0

```
15
C4H8O3, DFT ωB97M-V/def2-TZVPD
C -0.063 0.201 -1.666
C -0.527 -0.393 -0.369
O -1.658 -1.148 -0.487
C 0.392 -0.619 0.685
O 1.731 -0.614 0.325
C 0.281 0.943 1.739
O 1.315 1.449 1.950
H -0.925 0.474 -2.280
H 0.545 1.089 -1.478
H 0.554 -0.520 -2.213
H -1.221 0.977 0.212
H -1.719 -1.753 0.265
H 0.113 -1.403 1.401
H 2.208 -0.031 0.943
H -1.026 1.348 0.973
```